(1)
{"formula": "C43H92O23S10", "method": "ωB97M-V with the def2-TZVPD basis set", "symbols": ["C", "O", "H", "H", "H", "H", "C", "O", "H", "H", "H", "H", "C", "O", "H", "H", "H", "H", "C", "C", "C", "S", "O", "O", "C", "H", "H", "H", "H", "H", "H", "H", "H", "C", "C", "C", "S", "O", "O", "C", "H", "H", "H", "H", "H", "H", "H", "H", "C", "C", "C", "S", "O", "O", "C", "H", "H", "H", "H", "H", "H", "H", "H", "C", "C", "C", "S", "O", "O", "C", "H", "H", "H", "H", "H", "H", "H", "H", "C", "C", "C", "S", "O", "O", "C", "H", "H", "H", "H", "H", "H", "H", "H", "C", "C", "C", "S", "O", "O", "C", "H", "H", "H", "H", "H", "H", "H", "H", "C", "C", "C", "S", "O", "O", "C", "H", "H", "H", "H", "H", "H", "H", "H", "C", "C", "C", "S", "O", "O", "C", "H", "H", "H", "H", "H", "H", "H", "H", "C", "C", "C", "S", "O", "O", "C", "H", "H", "H", "H", "H", "H", "H", "H", "C", "C", "C", "S", "O", "O", "C", "H", "H", "H", "H", "H", "H", "H", "H"], "positions_angstrom": [[-4.5225, 1.6816, -1.5924], [-5.8670, 2.2146, -1.4374], [-3.9206, 2.1680, -0.8248], [-4.5592, 0.6223, -1.3383], [-4.1593, 1.8230, -2.6103], [-5.8229, 3.1707, -1.5122], [-1.6259, -3.6300, -3.0710], [-0.9877, -3.8702, -4.2861], [-0.9039, -3.7372, -2.2615], [-2.0343, -2.6210, -3.0139], [-2.4592, -4.3067, -2.8819], [-0.7780, -2.9972, -4.6261], [-4.6106, 2.3863, 2.1900], [-3.9656, 1.5907, 3.1229], [-5.6200, 2.1163, 1.8795], [-4.5280, 3.4240, 2.5130], [-4.0995, 2.2512, 1.2368], [-4.0436, 0.6980, 2.7788], [-7.5754, -1.2713, 1.5827], [-7.4194, -2.6977, 2.1866], [-5.9228, -3.0303, 2.2350], [-5.0672, -1.9477, 1.0503], [-4.3576, -2.7004, 0.0190], [-4.3635, -0.7908, 1.6284], [-6.6600, -1.2561, 0.3555], [-7.3521, -0.4685, 2.2853], [-8.6279, -1.1400, 1.3313], [-7.9352, -3.4373, 1.5742], [-7.8975, -2.7441, 3.1651], [-5.6600, -3.9921, 1.7944], [-5.3802, -2.9980, 3.1798], [-6.9575, -1.9705, -0.4121], [-6.4424, -0.3130, -0.1457], [1.1379, 5.1445, -2.0287], [1.5523, 6.2192, -3.0252], [0.5840, 6.1209, -4.2073], [-1.0929, 5.5941, -3.5180], [-1.4755, 4.3219, -4.0914], [-1.9928, 6.7358, -3.4898], [-0.3351, 5.2695, -1.8801], [1.6072, 5.2751, -1.0536], [1.4187, 4.1260, -2.2970], [2.6142, 6.1716, -3.2663], [1.3884, 7.1881, -2.5536], [0.8744, 5.2892, -4.8491], [0.4847, 7.0503, -4.7681], [-0.8474, 4.3974, -1.4738], [-0.6729, 6.1306, -1.3034], [5.0222, 3.1977, -4.3442], [3.8683, 2.5128, -3.6397], [4.5268, 1.4267, -2.7407], [5.9690, 2.3266, -2.0069], [7.1899, 1.5049, -2.2799], [5.6714, 2.7903, -0.6062], [5.9442, 3.7273, -3.1914], [4.5851, 4.0152, -4.9174], [5.5732, 2.6064, -5.0756], [3.2048, 2.1036, -4.4016], [3.1777, 3.1592, -3.0980], [5.0277, 0.7114, -3.3930], [4.0190, 0.8633, -1.9579], [6.9332, 4.1050, -3.4510], [5.4224, 4.4824, -2.6035], [4.2651, -0.5516, 3.9133], [5.4667, 0.3005, 3.3194], [4.9478, 1.2055, 2.1663], [3.7083, 0.2412, 1.2550], [4.3729, -0.7513, 0.4344], [2.6964, 1.1459, 0.6994], [3.1355, -0.5867, 2.8280], [3.8299, -0.1244, 4.8167], [4.4899, -1.5831, 4.1846], [6.1737, -0.4279, 2.9222], [5.9443, 0.9113, 4.0855], [5.6595, 1.7154, 1.5170], [4.3765, 2.0421, 2.5684], [2.8356, -1.5713, 2.4693], [2.2791, 0.0150, 3.1322], [0.5321, 3.7591, 4.0596], [1.2208, 3.0333, 2.8935], [0.8415, 3.8277, 1.6477], [-0.8912, 4.5705, 1.8669], [-1.8799, 3.9388, 1.0063], [-0.7114, 6.0080, 1.9078], [-0.9694, 3.9808, 3.6605], [0.9404, 4.7510, 4.2532], [0.4773, 3.1866, 4.9855], [0.9335, 1.9865, 2.9928], [2.3030, 3.0918, 3.0096], [0.9208, 3.2663, 0.7168], [1.5239, 4.6524, 1.4419], [-1.5621, 3.0771, 3.5182], [-1.6376, 4.6945, 4.1424], [-2.2861, -6.4041, 1.9748], [-1.5953, -6.5548, 3.3717], [-1.3997, -5.1213, 3.9348], [-1.2752, -3.9240, 2.5345], [0.0985, -3.4819, 2.3169], [-2.3795, -2.9685, 2.7153], [-1.7731, -5.1116, 1.1784], [-3.3715, -6.3631, 2.0660], [-1.9903, -7.2934, 1.4182], [-0.6514, -7.0266, 3.0983], [-2.2134, -7.2074, 3.9883], [-0.5502, -5.0431, 4.6133], [-2.3488, -4.9075, 4.4264], [-0.8164, -5.2622, 0.6782], [-2.5578, -4.7483, 0.5148], [2.6062, -3.5215, -1.0084], [3.8161, -4.3749, -0.5441], [3.7657, -5.6084, -1.3773], [3.4458, -5.0923, -3.0985], [2.4117, -5.9052, -3.7182], [4.7274, -4.8613, -3.7887], [2.5810, -3.5652, -2.5243], [2.6908, -2.5204, -0.5858], [1.6788, -3.9172, -0.5944], [3.8810, -4.4685, 0.5399], [4.7600, -3.9014, -0.8145], [2.8813, -6.1368, -1.0214], [4.6513, -6.2422, -1.3305], [1.5565, -3.5857, -2.8958], [3.0823, -2.7236, -3.0023], [-0.5416, 0.1918, 5.4576], [0.5126, -0.8756, 5.6975], [-0.0817, -1.8474, 6.7335], [-1.9037, -1.8053, 6.5612], [-2.4466, -1.3033, 7.8350], [-2.5218, -2.9848, 5.9346], [-1.9211, -0.4537, 5.2911], [-0.2757, 0.8520, 4.6321], [-0.5057, 0.8920, 6.2923], [1.4532, -0.4515, 6.0490], [0.8010, -1.3394, 4.7542], [0.1614, -1.4825, 7.7314], [0.2328, -2.8909, 6.7475], [-2.8157, 0.1573, 5.1712], [-1.8655, -1.0516, 4.3814], [0.5280, 1.7891, -6.8886], [1.6705, 0.8151, -7.2273], [1.3352, -0.6718, -6.8724], [0.2780, -0.5741, -5.3249], [1.0926, -0.4424, -4.0860], [-0.8606, -1.4801, -5.4587], [-0.3079, 1.1785, -5.7398], [-0.1001, 2.0093, -7.7519], [0.9235, 2.7741, -6.6406], [2.5034, 1.1219, -6.5946], [2.1071, 0.9101, -8.2215], [2.1433, -1.3943, -6.7583], [0.6381, -1.0864, -7.6005], [-0.3928, 1.7633, -4.8239], [-1.3491, 1.0115, -6.0159], [-0.5236, -0.1598, 1.0836], [0.1069, -1.1950, 0.1826], [0.4439, -0.5764, -1.2003], [-0.8408, 0.7971, -1.4096], [-1.7447, 0.4892, -2.5333], [-0.0805, 2.0626, -1.3897], [-1.5911, 0.5355, 0.2892], [0.2087, 0.5115, 1.5321], [-1.0454, -0.7531, 1.8346], [-0.6073, -2.0116, 0.0765], [0.9613, -1.6723, 0.6626], [0.2668, -1.2390, -2.0474], [1.4653, -0.2066, -1.2901], [-2.4395, -0.1407, 0.1839], [-1.9740, 1.4705, 0.6981]], "forces_ev_per_a": [[-0.9872, 0.5524, 0.5292], [0.2762, -0.6131, -0.1151], [0.5583, 0.0057, -0.3797], [-0.0744, -0.0092, -0.2238], [0.1951, -0.0121, 0.1955], [0.0947, 0.0190, -0.0471], [-0.1408, 0.2339, 0.6540], [-0.0005, -0.4852, -0.1755], [0.0448, -0.0658, 0.4794], [-0.0557, 0.2020, -0.0104], [0.0626, -0.2484, -0.1933], [-0.0017, 0.0029, -0.5036], [0.3825, 0.6262, -1.6004], [0.0058, -0.6136, 1.1205], [-0.5273, -0.0915, 0.8811], [-0.2397, -0.0543, -0.1616], [0.3320, 0.5883, -0.2104], [0.1256, -0.4991, 0.0713], [-0.3809, -0.5777, -0.5085], [0.2881, 0.6529, 0.3289], [1.0369, -0.4724, -0.2700], [-0.4655, 1.9876, -1.6659], [-0.4681, 0.1688, 1.1158], [-0.6091, -1.3766, 0.0810], [0.8647, -0.5392, 0.5050], [0.3626, -0.1590, 0.0757], [0.0466, 0.0889, -0.2807], [0.0549, 0.1534, -0.2062], [0.2602, -0.0092, 0.0956], [-0.3149, -0.1963, 0.1053], [-0.2968, 0.3721, 0.1471], [-0.1828, -0.1142, 0.0949], [0.0260, 0.1329, 0.3632], [0.5013, -0.2044, 0.3759], [-0.5025, 0.2461, 0.2361], [-0.2985, -0.4362, -0.2033], [2.1004, 0.4314, 0.6142], [-0.1467, 0.4708, -0.2655], [0.4142, -0.9078, -0.0621], [-2.2984, 0.0583, 0.1353], [0.0768, 0.2820, 0.0511], [-0.1540, -0.0176, -0.4581], [-0.0978, -0.1047, -0.4086], [0.0904, 0.1160, 0.1195], [-0.0892, 0.0899, -0.2319], [-0.1303, -0.1760, -0.0144], [0.1403, -0.1175, -0.0624], [0.3454, 0.1434, 0.2045], [0.2534, 1.6260, 0.7978], [-0.4229, -1.5871, 0.0337], [0.7036, 0.7586, -0.3490], [1.5103, -1.1624, 1.1194], [-2.2226, 1.6285, 0.7971], [0.5914, -0.8181, -2.9392], [-0.9444, -0.3987, 0.0676], [0.3145, 0.3441, 0.0284], [-0.0782, -0.4376, 0.3480], [0.0519, -0.6204, 0.0688], [0.5682, 0.3907, 0.2993], [0.0008, -0.0821, 0.0254], [-0.3439, 0.5178, -0.0193], [0.0021, -0.4862, 0.0754], [-0.0923, 0.2230, -0.2249], [-0.6715, 0.5019, -1.2661], [-0.6853, -0.5884, -0.4168], [-0.3733, 0.0779, 0.5297], [0.5617, 0.9576, 1.5205], [-0.5080, 0.2382, -0.0577], [0.8141, -1.2432, 0.3708], [0.1192, 0.4794, -0.7909], [0.1610, 0.3248, -0.0703], [0.5765, 0.1512, -0.1955], [0.2388, 0.2586, -0.0071], [0.0240, -0.1393, -0.0715], [0.2396, -0.6698, -0.2024], [-0.2974, -0.0584, 0.2213], [-0.1390, -0.0615, 0.3714], [-0.1538, -0.2284, -0.0543], [-2.0071, 0.5799, 0.1892], [-0.1682, 1.0814, 0.8463], [-0.5976, -0.3729, -1.1639], [1.9411, -0.9817, 1.3423], [0.5888, 0.5263, 0.6266], [-0.4003, -0.2263, -0.4434], [-0.1683, -0.0878, -2.2696], [0.2823, -0.1095, 0.0647], [0.5015, -0.0135, 0.0508], [-0.1528, -0.0170, -0.8472], [0.0189, -0.1338, 0.0526], [-0.5734, -0.4015, 0.0276], [-0.1610, 0.3300, 0.6290], [0.2188, -0.4691, 0.3956], [0.6117, 0.1662, 0.3932], [0.6829, 0.7488, -0.4201], [0.3278, 1.1855, -1.8492], [-0.5043, -1.0730, -0.2462], [-1.7723, -0.5728, -0.2645], [-0.8939, -0.1506, 0.3826], [1.5050, -0.4920, -0.1827], [0.2564, -0.9585, 1.9931], [0.0394, 0.0370, -0.0643], [-0.4312, 0.0652, -0.2618], [0.1830, -0.0878, 0.6876], [0.3133, 0.1852, 0.2226], [-0.1318, 0.2867, -0.1185], [0.3517, 0.6750, 0.1618], [-0.2083, -0.2694, -0.2339], [0.2802, 0.4924, 0.1922], [0.7950, -0.1373, 0.6873], [0.5746, 1.4439, -0.5473], [-0.3451, -1.3095, 0.2662], [-0.2654, 0.3912, 0.2488], [1.0218, 0.0779, 0.2707], [-1.8056, -0.0555, 1.0417], [0.1414, 0.4904, -0.7546], [0.1095, 0.1376, -0.3675], [-0.0373, -0.3041, -0.0389], [-0.3442, -0.5594, -0.0697], [-0.0180, 0.6630, 0.0128], [-0.0333, -0.5854, -0.5311], [-0.0951, 0.0264, -0.1271], [0.1406, -0.2913, -0.2928], [0.1231, 0.0630, 0.1537], [-0.2141, 1.2908, 0.3472], [0.0320, -0.6114, -0.3498], [0.1483, -0.2581, 0.1340], [-1.9990, 1.3104, 0.1662], [0.7417, -0.8458, -1.4183], [1.2865, 1.0174, 1.0222], [1.3241, -1.2781, -0.3001], [-0.1246, -0.3202, -0.4489], [-0.3596, -0.0827, 0.4029], [-0.1286, 0.1273, 0.3387], [-0.3810, -0.4470, -0.0791], [-0.4821, 0.1382, 0.0539], [0.0694, 0.0283, -0.5435], [0.1063, 0.0610, 0.8010], [-0.1168, -0.1339, -0.2569], [-0.4188, -0.4929, -0.0109], [1.0426, -0.6334, 0.9585], [-1.0710, 0.6495, 0.2780], [0.8688, 2.9893, -0.1419], [-1.1278, -1.0106, -2.1001], [1.1285, 0.5067, 0.4257], [-0.5739, -0.7673, 0.0813], [-0.1722, -0.4292, -0.0338], [0.1730, -0.1644, 0.3550], [0.1788, -0.1884, 0.2555], [-0.5301, -0.1182, -0.2247], [0.1684, 0.4031, 0.2094], [-0.0917, -0.0311, -0.0058], [0.5267, -0.1337, 0.1230], [0.0491, -0.0450, -0.2634], [-0.2421, -0.3241, 0.4300], [0.5979, -0.2094, -0.9395], [-1.1963, -0.1570, 0.2319], [1.3786, -0.3235, 0.1470], [0.9778, 0.5341, 1.5870], [-1.1023, -0.9523, -0.1804], [-0.3940, 0.2809, -1.1004], [-0.0256, 0.0652, -0.0967], [0.1032, 0.3422, 0.5529], [-0.1660, 0.0015, -0.2942], [0.1770, 0.2080, -0.1198], [-0.0679, -0.0605, 0.2119], [-0.2958, 0.4940, 0.1646], [-0.0185, -0.0246, -0.3197], [0.3049, 0.1812, -0.2267]], "lowdin_charge": [-0.125, -0.139, 0.056, 0.067, 0.081, 0.069, -0.178, -0.118, 0.056, 0.079, 0.077, -0.009, -0.178, -0.126, 0.079, 0.089, 0.039, 0.019, -0.208, -0.196, -0.209, 0.722, -0.340, -0.350, -0.186, 0.115, 0.113, 0.114, 0.114, 0.093, 0.106, 0.106, 0.088, -0.236, -0.213, -0.192, 0.716, -0.338, -0.334, -0.239, 0.114, 0.093, 0.107, 0.117, 0.082, 0.096, 0.074, 0.107, -0.211, -0.213, -0.170, 0.766, -0.369, -0.377, -0.198, 0.109, 0.120, 0.099, 0.099, 0.101, 0.084, 0.105, 0.089, -0.169, -0.171, -0.219, 0.688, -0.320, -0.332, -0.199, 0.092, 0.105, 0.109, 0.108, 0.085, 0.087, 0.090, 0.068, -0.199, -0.220, -0.187, 0.715, -0.340, -0.346, -0.178, 0.116, 0.097, 0.076, 0.103, 0.072, 0.097, 0.075, 0.101, -0.191, -0.198, -0.210, 0.715, -0.350, -0.361, -0.160, 0.103, 0.104, 0.106, 0.114, 0.099, 0.081, 0.085, 0.085, -0.209, -0.228, -0.246, 0.724, -0.337, -0.342, -0.200, 0.081, 0.107, 0.118, 0.117, 0.105, 0.108, 0.083, 0.100, -0.229, -0.213, -0.200, 0.740, -0.349, -0.352, -0.174, 0.089, 0.118, 0.109, 0.101, 0.102, 0.099, 0.108, 0.072, -0.197, -0.209, -0.175, 0.784, -0.357, -0.331, -0.174, 0.109, 0.101, 0.089, 0.112, 0.102, 0.096, 0.082, 0.098, -0.220, -0.222, -0.177, 0.769, -0.344, -0.358, -0.186, 0.090, 0.098, 0.106, 0.080, 0.058, 0.080, 0.084, 0.075]}

(2)
{"formula": "C4H13N2O", "method": "ωB97M-V with the def2-TZVPD basis set", "de_lowest_kcal_mol": 41.2, "total_charge": 1, "symbols": ["C", "C", "C", "C", "N", "N", "H", "H", "H", "H", "H", "H", "H", "H", "H", "H", "H", "H", "H", "O"], "positions_angstrom": [[-1.3049, 1.0506, -0.6028], [-1.2048, 0.3362, 0.7128], [-0.1336, 0.9331, 1.6375], [1.0984, 0.4285, 1.6144], [1.5000, -0.7182, 0.8981], [-0.0706, 0.8702, -1.4254], [-2.1415, 0.6166, -1.1658], [-1.5556, 2.1114, -0.6765], [-1.1114, -0.7363, 0.5581], [-2.1103, 0.5877, 1.2782], [-0.3788, 1.9383, 1.9464], [1.9773, 0.8532, 2.0954], [2.4526, -1.0013, 0.9839], [0.8046, -1.4522, 0.9513], [0.3686, -0.0457, -1.2173], [0.5904, 1.5872, -1.1423], [-0.1754, 0.8911, -2.4271], [0.1537, -2.2908, -2.6989], [0.0066, -3.0680, -1.3834], [0.0531, -2.1854, -1.7491]], "forces_ev_per_a": [[-1.5738, -0.3082, -1.5788], [0.1154, 1.3701, 1.8408], [0.1521, -0.3316, -1.9137], [1.4489, -0.0912, 0.0773], [-1.6625, 0.4575, -0.1234], [0.9177, -0.6769, 0.6951], [0.3296, -0.2604, -0.0490], [0.3533, 0.0522, 0.8929], [-0.2188, 0.0119, 0.0031], [-0.3325, -0.6613, -0.5226], [0.3145, -0.1119, 0.7269], [-0.4938, 0.5356, 0.2046], [0.2227, -0.2799, 0.3554], [0.5646, -0.2625, -0.2116], [-0.0536, 0.0511, 0.1676], [0.3690, 0.0267, -0.0412], [-0.4280, 0.3279, -0.4554], [0.0056, -0.2620, -0.0667], [-0.0049, -0.3250, 0.0291], [-0.0253, 0.7378, -0.0303]], "nbo_charge": [-0.221, -0.468, -0.315, 0.014, -0.858, -0.687, 0.230, 0.232, 0.222, 0.260, 0.229, 0.213, 0.403, 0.384, 0.479, 0.439, 0.436, 0.489, 0.497, -0.976]}

(3)
{"formula": "C3H12N3S", "method": "ωB97M-V with the def2-TZVPD basis set", "de_lowest_kcal_mol": 29.7, "total_charge": 1, "symbols": ["N", "C", "N", "H", "H", "H", "H", "H", "C", "C", "S", "N", "H", "H", "H", "H", "H", "H", "H"], "positions_angstrom": [[0.7756, -1.2439, 1.6688], [0.8552, -2.0729, 0.6573], [1.9834, -2.5006, 0.1468], [1.5840, -0.7342, 1.9670], [-0.1222, -0.8215, 1.8428], [-0.0491, -2.4548, 0.2032], [1.9383, -3.0145, -0.7200], [2.8732, -2.1260, 0.4324], [-0.9081, 0.9862, -1.1770], [-1.1475, 1.7347, 0.1241], [-2.9007, 2.3106, 0.1376], [0.4215, 0.3396, -1.2039], [-1.6637, 0.2123, -1.3086], [-1.0211, 1.6995, -1.9993], [-1.0107, 1.0430, 0.9552], [-0.5184, 2.6111, 0.2490], [-2.7893, 2.9748, 1.2943], [0.5508, 0.0103, -2.1520], [1.1487, 1.0463, -1.1178]], "forces_ev_per_a": [[-0.4405, -0.3161, -0.5160], [0.3851, 0.2583, -0.1894], [-0.3944, 0.0866, -0.1354], [0.2812, 0.1604, 0.2893], [-0.0260, -0.0363, 0.2491], [-0.1171, 0.0846, 0.1702], [0.1880, -0.1510, 0.1293], [0.1480, -0.0516, 0.0171], [0.2740, 0.5547, -0.0967], [-0.7978, -0.2421, -0.0063], [0.4541, -0.1714, 0.0329], [-0.0176, 0.0252, -0.0277], [-0.0524, -0.0263, 0.0536], [-0.0897, -0.0647, -0.0395], [0.0998, 0.1209, 0.1536], [0.2636, -0.0980, -0.0987], [-0.0824, 0.0405, -0.0098], [0.0561, -0.2753, -0.1368], [-0.1318, 0.1015, 0.1613]], "nbo_charge": [-0.698, 0.434, -0.701, 0.420, 0.436, 0.236, 0.438, 0.423, -0.239, -0.501, -0.027, -0.870, 0.196, 0.195, 0.172, 0.222, 0.135, 0.367, 0.361]}

no.,HOMO level (Ha),HOMO-LUMO gap (eV)
1,-0.344,9.32
2,-0.446,8.98
3,-0.436,8.28